Record 1
47
Properties=species:S:1:pos:R:3:mulliken_charge:R:1 method="wB97M-V/def2-TZVPD" multiplicity=1 e_lumo_ev=-2.50 e_above_lowest_kcal_mol=56.0 fmax_ev_per_a=6.5 charge=+1
C 1.674 1.502 -2.407 -0.575
C 0.135 1.584 -2.514 -0.383
N -0.584 0.583 -1.656 0.034
C -0.762 0.983 -0.386 -0.321
N -1.575 0.230 0.491 -0.013
H 2.008 1.359 -1.476 -0.276
H 2.050 0.619 -2.994 0.337
H 2.215 2.423 -2.700 0.391
H -0.240 2.698 -2.024 0.338
H -0.008 1.471 -3.656 0.405
H -1.051 -0.016 -2.259 0.288
H -0.148 1.787 0.194 0.514
H -2.044 -0.639 0.205 0.308
H -1.520 0.558 1.486 0.284
H 3.214 -1.327 0.436 0.370
H 4.681 -0.577 0.221 0.308
O 3.713 -0.620 -0.057 -0.705
H 3.344 -1.627 2.503 0.288
H 1.788 -1.761 2.521 0.392
O 2.662 -1.930 1.988 -0.754
H -1.977 3.254 -1.497 0.267
H -1.090 4.465 -0.974 0.219
O -1.198 3.617 -1.175 -0.511
H -3.906 2.485 -0.550 0.268
H -3.663 1.332 -1.716 0.270
O -3.435 2.104 -1.224 -0.591
H -1.546 -2.665 -1.420 0.239
H -2.866 -2.046 -1.851 0.284
O -1.938 -1.878 -1.790 -0.576
H 2.921 0.836 0.335 0.314
H 3.033 2.305 0.680 0.384
O 2.414 1.562 1.008 -0.774
H 0.460 -0.152 2.623 0.527
H 0.253 -1.122 3.785 0.321
O 0.242 -1.147 2.837 -0.770
H -0.311 -2.915 0.582 0.414
H -0.982 -2.254 1.687 0.270
O -1.169 -2.766 0.866 -0.613
H 0.896 1.363 1.796 0.217
H 0.162 2.356 2.783 0.316
O 0.154 1.443 2.465 -0.682
H -4.037 -2.033 1.081 0.263
H -3.058 -2.899 0.455 0.308
O -3.591 -2.167 0.248 -0.597
H 1.510 -4.170 0.434 0.291
H 1.903 -2.801 0.532 0.368
O 1.263 -3.409 0.083 -0.657

=====

Record 2
109
Properties=species:S:1:pos:R:3:mulliken_charge:R:1 method="wB97M-V/def2-TZVPD" multiplicity=1 e_lumo_ev=-0.21 e_above_lowest_kcal_mol=4.0 fmax_ev_per_a=0.5
Pb -0.003 -0.072 1.098 1.423
N -0.234 4.292 2.629 -0.349
C -0.446 2.961 2.515 0.107
S 0.974 1.958 2.582 -0.439
N -1.714 2.616 2.420 -1.181
N -1.937 1.317 2.112 1.588
C -3.094 0.828 2.385 -0.151
C -4.149 1.602 3.099 -0.658
C -4.666 2.775 2.557 -0.044
C -5.662 3.473 3.222 -0.743
C -6.144 3.014 4.441 -0.430
C -5.614 1.861 5.001 -0.757
C -4.624 1.156 4.330 -0.083
C -3.366 -0.585 1.983 0.416
C -4.622 -1.164 2.148 -0.612
C -4.806 -2.490 1.794 -0.739
C -3.750 -3.207 1.258 -0.928
C -2.549 -2.544 1.077 -0.373
N -2.365 -1.276 1.425 0.577
H 0.672 4.620 2.906 0.222
H -1.038 4.887 2.742 0.224
H -4.275 3.141 1.617 0.476
H -6.062 4.382 2.789 0.388
H -6.926 3.557 4.955 0.400
H -5.972 1.506 5.959 0.394
H -4.198 0.264 4.774 0.489
H -5.440 -0.582 2.546 0.547
H -5.771 -2.960 1.935 0.441
H -3.851 -4.246 0.977 0.478
H -1.693 -3.041 0.627 0.491
S -2.158 1.379 -1.490 0.151
C -1.481 2.495 -2.703 0.117
C -2.401 3.226 -3.453 -0.687
C -1.957 4.178 -4.357 -0.601
C -0.593 4.378 -4.526 -0.871
C 0.313 3.633 -3.787 -0.135
C -0.111 2.692 -2.848 -0.606
As 1.212 1.666 -1.805 1.180
C 2.187 3.171 -0.998 0.585
C 1.691 4.472 -0.993 -0.235
C 2.357 5.482 -0.307 -0.791
C 3.520 5.204 0.394 -0.556
C 4.008 3.905 0.416 -0.958
C 3.342 2.897 -0.264 0.021
C 2.362 1.233 -3.334 0.176
C 1.773 0.787 -4.516 -0.176
C 2.558 0.391 -5.589 -0.676
C 3.942 0.427 -5.492 -0.560
C 4.536 0.852 -4.312 -0.650
C 3.750 1.246 -3.236 -0.369
H -3.460 3.039 -3.322 0.499
H -2.672 4.755 -4.930 0.390
H -0.234 5.115 -5.233 0.422
H 1.375 3.789 -3.931 0.534
H 0.774 4.712 -1.512 0.312
H 1.957 6.489 -0.322 0.413
H 4.035 5.991 0.931 0.385
H 4.899 3.668 0.985 0.431
H 3.713 1.882 -0.189 0.022
H 0.694 0.749 -4.604 0.381
H 2.086 0.052 -6.503 0.412
H 4.555 0.123 -6.331 0.379
H 5.615 0.877 -4.224 0.436
H 4.229 1.570 -2.323 0.262
O -5.885 -4.633 -5.015 -0.470
C -6.041 -3.861 -3.916 0.604
O -7.083 -3.873 -3.326 -0.551
C -4.877 -3.014 -3.503 0.868
C -5.139 -1.930 -2.674 -0.890
C -4.116 -1.109 -2.239 -0.548
C -2.806 -1.367 -2.631 0.641
S -1.407 -0.455 -2.017 0.712
C -2.531 -2.458 -3.452 -1.025
C -3.565 -3.274 -3.883 -1.059
H -5.028 -4.471 -5.425 0.300
H -6.162 -1.750 -2.368 0.464
H -4.332 -0.271 -1.589 0.423
H -1.510 -2.672 -3.742 0.384
H -3.312 -4.134 -4.493 0.253
S 0.740 -2.271 2.662 -0.653
P 2.654 -1.969 2.078 0.663
S 2.887 -0.807 0.473 -0.461
C 3.566 -1.290 3.495 0.727
C 4.176 -0.045 3.420 -0.257
C 4.824 0.476 4.535 -0.716
C 4.863 -0.247 5.716 -0.415
C 4.250 -1.493 5.793 -0.658
C 3.599 -2.013 4.687 -0.692
C 3.422 -3.590 1.777 0.000
C 2.824 -4.767 2.213 -0.247
C 3.451 -5.988 1.995 -0.702
C 4.672 -6.034 1.342 -0.429
C 5.269 -4.859 0.898 -0.605
C 4.648 -3.639 1.113 -0.324
H 4.131 0.514 2.493 0.350
H 5.288 1.452 4.479 0.409
H 5.368 0.161 6.584 0.376
H 4.271 -2.053 6.720 0.382
H 3.107 -2.977 4.746 0.395
H 1.860 -4.722 2.708 0.389
H 2.983 -6.904 2.334 0.398
H 5.159 -6.986 1.172 0.392
H 6.219 -4.894 0.379 0.406
H 5.098 -2.720 0.757 0.439
Cl 2.071 -5.193 -2.141 -0.206
C 2.382 -3.481 -1.805 0.384
Cl 1.288 -2.407 -2.696 -0.028
H 3.396 -3.248 -2.101 0.339
H 2.237 -3.303 -0.746 -0.574

=====

Record 3
82
Properties=species:S:1:pos:R:3:mulliken_charge:R:1 method="wB97M-V/def2-TZVPD" multiplicity=1 e_lumo_ev=2.17 fmax_ev_per_a=2.0 charge=-1
C 1.500 -1.253 2.736 -0.671
C 1.643 0.301 2.701 -0.511
C 0.324 1.094 2.389 -0.485
C -1.007 0.403 2.835 -0.969
C -1.614 -0.624 1.819 -0.967
P -2.438 0.118 0.244 1.228
C -3.704 1.167 1.245 -1.038
O -3.451 2.608 1.102 -0.338
C -4.492 3.233 0.396 -0.648
C -5.773 3.460 1.254 -0.233
C -5.542 4.362 2.523 -1.085
O -1.413 -0.855 -0.812 -0.804
C -0.324 -0.148 -1.364 -0.223
C -0.715 1.007 -2.336 -0.409
C -1.433 0.516 -3.633 -0.316
C -1.026 1.497 -4.804 -1.138
B -3.734 -1.380 0.218 0.779
O -3.639 -2.354 -0.834 -0.566
O -4.754 -1.580 1.206 -0.361
C -6.047 -1.751 0.645 -0.317
C -6.643 -3.066 1.271 -1.096
H 2.455 -1.780 2.958 0.353
H 0.753 -1.635 3.451 0.312
H 1.236 -1.569 1.702 -0.103
H 2.104 0.605 3.668 0.342
H 2.413 0.523 1.929 0.145
H 0.391 2.045 2.969 0.371
H 0.355 1.386 1.327 0.246
H -0.758 -0.174 3.760 0.512
H -1.703 1.198 3.158 0.416
H -0.881 -1.383 1.479 0.102
H -2.391 -1.203 2.386 0.329
H -1.494 1.214 0.294 -0.046
H -3.092 0.642 -0.972 -0.481
H -3.733 0.949 2.333 0.161
H -4.713 1.003 0.798 0.435
H -4.145 4.233 0.045 0.490
H -4.775 2.682 -0.531 0.278
H -6.637 3.837 0.676 0.514
H -6.072 2.456 1.633 0.064
H -5.681 3.756 3.441 0.246
H -4.547 4.835 2.505 0.293
H -6.364 5.111 2.542 0.305
H 0.369 0.166 -0.551 -0.269
H 0.246 -0.892 -1.980 0.448
H -1.317 1.751 -1.774 0.090
H 0.227 1.548 -2.598 0.556
H -2.514 0.693 -3.471 0.120
H -1.203 -0.534 -3.874 0.406
H -1.596 2.438 -4.696 0.303
H 0.046 1.773 -4.702 0.267
H -1.177 1.032 -5.801 0.337
H -4.036 -3.142 -0.442 0.204
H -6.051 -1.855 -0.456 0.329
H -6.723 -0.908 0.913 0.238
H -6.495 -3.021 2.369 0.264
H -7.697 -3.238 0.984 0.381
H -6.036 -3.915 0.892 0.215
C 7.540 -2.597 0.746 -0.580
O 6.589 -3.426 0.082 -0.350
C 5.378 -3.416 0.644 0.818
O 5.061 -2.788 1.616 -0.529
O 4.589 -4.220 -0.072 -0.337
C 3.246 -4.303 0.410 -0.488
H 8.479 -2.680 0.204 0.218
H 7.219 -1.556 0.730 0.259
H 7.699 -2.934 1.771 0.294
H 2.765 -3.326 0.378 0.172
H 3.225 -4.706 1.423 0.284
H 2.703 -4.981 -0.244 0.237
C 8.802 1.747 -3.622 -0.622
O 7.381 1.797 -3.714 -0.338
C 6.751 1.132 -2.741 0.793
O 7.277 0.530 -1.846 -0.533
O 5.441 1.255 -2.940 -0.293
C 4.634 0.587 -1.965 -0.510
H 9.201 2.317 -4.458 0.217
H 9.144 2.203 -2.693 0.285
H 9.157 0.719 -3.697 0.289
H 4.812 0.997 -0.971 0.274
H 4.826 -0.486 -1.976 0.263
H 3.594 0.758 -2.232 0.171

=====

Record 4
85
Properties=species:S:1:pos:R:3:lowdin_spin:R:1 method="wB97M-V/def2-TZVPD" multiplicity=5 s_squared=6.046 e_lumo_ev="-4.83 / -8.52" fmax_ev_per_a=3.1 charge=+2
Os 0.414 0.645 0.288 1.520
C 1.384 -1.159 1.128 0.065
C 0.098 -1.813 1.354 0.226
C 0.593 -2.063 -0.887 0.107
C 1.712 -1.431 -0.288 0.238
C -0.381 -2.316 0.116 0.245
C 2.413 -0.970 2.197 0.002
H 1.953 -0.653 3.136 0.000
H 3.138 -0.215 1.888 0.001
H 2.937 -1.917 2.382 -0.001
C 3.054 -1.340 -0.909 0.032
H 3.749 -0.809 -0.255 0.002
H 3.007 -0.796 -1.863 0.010
H 3.456 -2.345 -1.116 0.010
C 0.520 -2.465 -2.311 0.010
H 0.993 -3.442 -2.481 0.005
H 1.052 -1.734 -2.932 0.001
H -0.519 -2.529 -2.649 0.001
C -1.655 -3.043 -0.099 0.036
H -1.501 -4.134 -0.104 0.015
H -2.092 -2.771 -1.072 0.006
H -2.388 -2.816 0.687 0.002
C -0.520 -2.008 2.682 0.028
H -0.278 -3.007 3.084 0.012
H -1.616 -1.929 2.636 0.005
H -0.156 -1.259 3.398 0.002
C 0.178 2.710 0.424 0.052
C 0.246 2.106 1.727 0.030
C -0.955 1.986 2.625 -0.002
C -2.172 1.338 1.937 0.002
C -1.802 0.424 0.803 0.035
C -1.587 0.797 -0.545 0.012
C -1.866 2.212 -1.016 0.011
C -1.095 3.256 -0.200 0.018
H -1.230 2.978 3.008 -0.001
H -2.891 2.111 1.627 0.002
H -0.670 1.377 3.495 0.000
H -1.730 3.711 0.576 0.001
H 1.068 3.285 0.125 0.009
H 1.195 2.249 2.256 0.007
H -0.805 4.072 -0.881 0.001
H -1.559 2.289 -2.069 0.001
H -1.730 0.023 -1.307 0.006
H -2.946 2.434 -0.990 0.001
H -2.696 0.737 2.697 0.000
H -2.151 -0.598 0.957 0.002
P -5.092 4.660 -2.343 0.323
P -7.042 3.320 -4.142 0.357
C -6.570 5.726 -2.809 0.012
C -7.222 5.190 -4.080 0.014
H -6.212 6.754 -2.962 0.005
H -7.278 5.714 -1.967 0.000
H -8.297 5.420 -4.112 0.006
H -6.742 5.596 -4.985 0.000
C -7.767 3.131 -5.813 0.072
H -7.951 2.065 -5.985 0.000
H -7.057 3.500 -6.559 0.000
H -8.707 3.693 -5.875 0.015
C -8.599 2.956 -3.219 0.047
H -9.411 3.582 -3.613 0.010
H -8.471 3.131 -2.146 0.000
H -8.833 1.897 -3.382 0.000
C -3.802 5.926 -2.706 0.057
H -2.832 5.579 -2.322 0.000
H -4.082 6.880 -2.237 0.011
H -3.731 6.053 -3.795 0.000
C -5.228 4.871 -0.518 0.056
H -6.092 4.290 -0.164 0.000
H -5.366 5.934 -0.275 0.012
H -4.317 4.482 -0.039 0.000
C 4.618 2.816 2.244 0.012
C 4.741 2.298 0.805 0.019
C 5.065 3.476 -0.116 0.004
C 5.877 1.273 0.737 0.006
C 3.464 1.679 0.405 0.151
C 2.299 1.312 0.230 0.037
H 5.555 3.292 2.553 0.002
H 4.388 1.991 2.933 0.000
H 3.802 3.548 2.308 0.000
H 6.001 3.945 0.207 0.000
H 5.163 3.139 -1.156 0.000
H 4.258 4.218 -0.076 0.000
H 5.671 0.413 1.388 0.000
H 6.003 0.897 -0.287 0.000
H 6.812 1.746 1.064 0.001

=====

Record 5
170
Properties=species:S:1:pos:R:3:mulliken_charge:R:1 method="wB97M-V/def2-TZVPD" multiplicity=1 e_lumo_ev=0.56 e_above_lowest_kcal_mol=97.5 fmax_ev_per_a=3.1
C 0.091 -3.020 7.789 -0.785
O -0.697 -2.729 6.577 -0.260
C -0.537 -3.687 5.556 -1.064
C -1.278 -3.304 4.246 1.052
C -2.634 -2.661 4.398 -1.060
N -1.383 -4.372 3.282 -0.633
H -0.007 -2.214 8.515 0.251
H 1.160 -3.013 7.579 0.311
H -0.276 -3.939 8.246 0.305
H 0.520 -3.779 5.307 0.400
H -0.915 -4.606 6.006 0.412
H -0.673 -2.535 3.766 -0.318
H -2.557 -1.810 5.076 0.406
H -3.378 -3.319 4.848 0.292
H -3.084 -2.388 3.444 0.199
H -1.456 -3.838 2.428 0.209
H -0.492 -4.848 3.302 0.305
C -2.146 4.985 -5.745 -0.693
O -1.673 4.603 -4.448 -0.369
C -2.259 3.400 -4.040 -0.838
C -1.809 2.933 -2.658 0.516
C -0.332 2.404 -2.635 -0.487
N -2.674 1.785 -2.284 -0.507
H -1.588 4.427 -6.498 0.207
H -1.769 6.007 -5.779 0.281
H -3.225 4.976 -5.895 0.312
H -3.338 3.319 -4.169 0.511
H -1.939 2.575 -4.676 0.094
H -1.774 3.740 -1.927 0.537
H -0.230 1.443 -3.140 -0.327
H -0.064 2.161 -1.607 0.133
H 0.329 3.166 -3.048 0.432
H -2.487 1.441 -1.353 0.526
H -2.480 1.023 -2.918 -0.082
C 0.851 1.088 2.715 -0.036
O 1.397 2.033 3.550 -0.456
C 1.816 3.212 2.805 -0.183
C 2.094 4.425 3.713 0.243
C 0.771 4.818 4.355 -1.358
N 2.710 5.521 3.033 -0.782
H 1.450 0.993 1.809 0.348
H -0.140 1.349 2.344 -0.196
H 0.621 0.185 3.281 0.278
H 2.630 2.859 2.171 -0.002
H 1.022 3.502 2.117 0.338
H 2.751 4.052 4.498 0.350
H 0.773 5.799 4.830 0.456
H 0.489 4.091 5.117 0.282
H -0.074 4.774 3.669 0.261
H 3.526 5.123 2.590 0.308
H 2.144 5.682 2.212 0.315
C 4.571 0.435 2.015 -0.630
O 5.421 1.354 1.406 -0.211
C 6.542 0.825 0.654 -0.756
C 7.576 0.154 1.533 0.554
C 8.294 1.213 2.365 -1.539
N 8.640 -0.391 0.760 -0.752
H 5.069 -0.135 2.800 0.358
H 4.280 -0.285 1.250 0.365
H 3.728 0.926 2.501 -0.004
H 6.257 0.282 -0.247 0.366
H 7.049 1.641 0.140 0.134
H 7.187 -0.610 2.207 0.455
H 8.941 0.744 3.107 0.463
H 7.538 1.743 2.945 0.314
H 8.946 1.906 1.833 0.345
H 9.323 -0.704 1.435 0.290
H 8.323 -1.258 0.350 0.242
C 7.095 2.413 -4.494 -0.854
O 6.474 2.425 -3.219 -0.387
C 5.751 3.630 -2.995 -0.707
C 5.133 3.603 -1.663 0.909
C 3.898 2.663 -1.635 -0.624
N 4.505 4.876 -1.434 -0.735
H 7.939 3.100 -4.552 0.319
H 6.307 2.685 -5.197 0.358
H 7.431 1.398 -4.704 0.243
H 6.438 4.475 -2.949 0.481
H 5.015 3.747 -3.790 0.160
H 5.923 3.364 -0.950 -0.085
H 4.326 1.676 -1.804 -0.140
H 3.110 2.834 -2.368 0.370
H 3.436 2.708 -0.648 0.125
H 3.719 5.049 -2.046 0.240
H 5.124 5.656 -1.603 0.284
C 1.813 -0.264 -1.551 -0.273
O 0.792 -0.208 -0.568 0.084
C -0.318 -1.081 -0.900 -1.395
C -1.440 -0.902 0.201 2.066
C -2.608 -1.855 0.007 -1.503
N -1.916 0.434 0.218 -0.549
H 1.445 0.267 -2.429 -0.104
H 2.016 -1.261 -1.942 0.401
H 2.793 0.091 -1.233 -0.317
H -0.628 -0.839 -1.917 0.254
H 0.061 -2.102 -0.870 0.649
H -1.044 -1.143 1.188 -0.292
H -2.170 -2.851 0.067 0.677
H -3.347 -1.698 -0.778 0.275
H -3.233 -1.759 0.895 -0.187
H -1.125 0.943 0.585 -0.045
H -2.634 0.526 0.923 0.292
C -5.022 0.278 2.218 -0.976
O -3.735 0.862 2.443 -0.379
C -3.441 0.925 3.825 -0.817
C -3.714 2.301 4.491 0.490
C -2.780 3.393 3.860 -1.477
N -3.452 2.345 5.937 -0.716
H -5.218 0.327 1.147 0.257
H -5.805 0.880 2.679 0.373
H -5.091 -0.764 2.531 0.291
H -3.965 0.165 4.405 0.486
H -2.376 0.708 3.905 0.321
H -4.772 2.563 4.460 0.212
H -3.008 3.498 2.800 0.483
H -1.738 3.072 3.847 0.143
H -2.904 4.367 4.334 0.464
H -2.530 2.711 6.125 0.257
H -3.437 1.417 6.336 0.250
C 1.035 2.433 -6.345 -0.566
O 2.081 1.509 -6.440 -0.509
C 2.791 1.327 -5.275 1.013
C 3.895 0.229 -5.514 0.175
C 3.258 -1.192 -5.681 -1.434
N 4.616 0.092 -4.268 -0.318
H 0.652 2.546 -7.360 0.361
H 1.317 3.399 -5.926 0.312
H 0.281 2.072 -5.646 0.070
H 3.286 2.228 -4.913 0.113
H 2.033 1.002 -4.563 -0.694
H 4.610 0.431 -6.311 0.414
H 2.425 -1.441 -5.024 0.154
H 4.023 -1.968 -5.703 0.468
H 2.824 -1.251 -6.679 0.375
H 5.113 0.939 -4.031 -0.076
H 5.285 -0.659 -4.358 0.276
C -3.385 -0.458 -5.126 -1.023
O -3.054 -0.768 -3.771 -0.210
C -2.527 -2.117 -3.701 -0.953
C -3.551 -3.258 -4.055 0.321
C -4.899 -3.190 -3.275 -1.148
N -2.971 -4.583 -3.665 -0.731
H -3.897 0.499 -5.223 0.221
H -4.160 -1.157 -5.440 0.387
H -2.503 -0.465 -5.767 0.396
H -1.625 -2.183 -4.309 0.528
H -2.125 -2.215 -2.692 0.335
H -3.804 -3.302 -5.114 0.370
H -5.287 -2.176 -3.377 0.276
H -4.758 -3.278 -2.198 0.090
H -5.737 -3.833 -3.544 0.466
H -2.094 -4.718 -4.147 0.218
H -3.479 -5.376 -4.030 0.255
C -7.459 -8.577 2.870 -0.727
O -7.157 -7.232 3.249 -0.369
C -6.100 -6.669 2.364 -0.891
C -5.861 -5.132 2.486 0.253
C -4.889 -4.563 1.514 -0.811
N -5.422 -4.751 3.818 -0.635
H -8.008 -8.610 1.928 0.283
H -8.087 -9.202 3.505 0.288
H -6.512 -9.109 2.780 0.303
H -5.133 -7.159 2.476 0.371
H -6.400 -6.967 1.360 0.472
H -6.836 -4.677 2.313 0.304
H -5.227 -4.664 0.482 0.441
H -3.941 -5.067 1.706 0.268
H -4.679 -3.505 1.669 -0.138
H -5.976 -5.342 4.422 0.309
H -4.535 -5.221 3.928 0.273